# 1
{
  "formula": "C37H41Cl5FeGeN4Se",
  "method": "ωB97M-V/def2-TZVPD",
  "species": ["Fe", "Cl", "C", "C", "C", "Cl", "C", "Cl", "C", "Cl", "C", "Cl", "C", "C", "N", "C", "C", "C", "C", "C", "C", "C", "C", "C", "N", "C", "H", "H", "H", "H", "H", "H", "H", "H", "C", "Ge", "C", "C", "C", "H", "H", "H", "H", "H", "H", "H", "H", "H", "H", "H", "C", "C", "C", "C", "N", "C", "Se", "N", "C", "C", "C", "C", "C", "C", "C", "C", "C", "C", "H", "H", "H", "H", "H", "H", "H", "H", "H", "H", "H", "H", "H", "H", "H", "H", "H", "H", "H", "H", "H", "H"],
  "xyz": [[-1.00, -0.84, -1.67], [-0.31, -0.74, -4.27], [-0.55, 0.91, -3.70], [-1.07, 0.98, -2.43], [-1.44, 2.23, -1.99], [-2.17, 2.39, -0.43], [-1.17, 3.39, -2.75], [-1.54, 4.95, -2.14], [-0.56, 3.27, -4.00], [-0.16, 4.66, -4.92], [-0.26, 1.99, -4.50], [0.45, 1.79, -6.05], [-5.23, -0.87, -2.15], [-3.89, -0.45, -2.17], [-2.90, -1.29, -1.93], [-3.17, -2.59, -1.67], [-4.46, -3.08, -1.60], [-5.52, -2.18, -1.85], [-4.66, -4.48, -1.29], [-3.60, -5.30, -1.13], [-2.25, -4.82, -1.30], [-1.12, -5.65, -1.30], [0.12, -5.12, -1.57], [0.23, -3.74, -1.80], [-0.81, -2.93, -1.77], [-2.04, -3.47, -1.55], [-6.01, -0.16, -2.36], [-3.62, 0.57, -2.39], [-6.54, -2.53, -1.80], [-5.67, -4.85, -1.18], [-3.75, -6.35, -0.91], [-1.23, -6.71, -1.10], [1.00, -5.73, -1.61], [1.19, -3.28, -2.01], [-2.73, 1.21, 2.37], [-2.50, -0.62, 1.73], [-1.66, -1.60, 3.20], [-4.22, -1.44, 1.32], [-1.12, -0.83, 0.34], [-3.13, 1.15, 3.38], [-3.41, 1.81, 1.77], [-1.76, 1.72, 2.41], [-2.32, -1.62, 4.07], [-0.73, -1.11, 3.49], [-1.44, -2.63, 2.91], [-4.87, -1.36, 2.20], [-4.10, -2.49, 1.08], [-4.72, -0.94, 0.49], [-0.75, -1.86, 0.43], [-0.31, -0.16, 0.66], [4.79, -1.14, 3.53], [4.74, -0.85, 2.04], [3.69, -1.67, 1.29], [2.24, -1.29, 1.61], [1.94, 0.09, 1.24], [1.77, 0.53, -0.02], [1.62, -0.54, -1.55], [1.61, 1.86, 0.01], [1.53, 2.72, -1.18], [2.90, 2.95, -1.81], [3.88, 3.73, -0.93], [3.51, 5.20, -0.77], [1.63, 2.29, 1.33], [1.44, 3.55, 1.89], [1.48, 3.62, 3.27], [1.69, 2.49, 4.06], [1.87, 1.24, 3.50], [1.85, 1.16, 2.11], [5.59, -0.58, 4.01], [4.97, -2.20, 3.71], [3.86, -0.88, 4.04], [5.71, -1.06, 1.60], [4.56, 0.22, 1.87], [3.81, -2.73, 1.53], [3.83, -1.56, 0.21], [2.02, -1.39, 2.67], [1.55, -1.94, 1.06], [1.05, 3.65, -0.88], [0.88, 2.21, -1.89], [2.74, 3.50, -2.74], [3.32, 1.98, -2.08], [4.87, 3.67, -1.38], [3.96, 3.26, 0.05], [3.43, 5.69, -1.75], [4.25, 5.74, -0.19], [2.55, 5.34, -0.27], [1.26, 4.42, 1.28], [1.33, 4.58, 3.75], [1.70, 2.59, 5.14], [2.02, 0.37, 4.12]],
  "mulliken_spin": [1.371, -0.002, -0.029, 0.008, -0.075, 0.000, -0.005, 0.000, 0.003, 0.000, -0.007, -0.001, 0.003, -0.008, -0.031, 0.008, 0.003, -0.005, -0.001, 0.001, -0.002, 0.001, -0.003, 0.004, 0.010, -0.005, 0.000, 0.000, 0.000, 0.000, 0.000, 0.000, 0.000, 0.000, 0.002, 0.021, -0.017, 0.000, -0.257, 0.000, 0.000, -0.001, -0.003, 0.003, 0.001, 0.001, 0.000, 0.000, 0.013, 0.029, 0.000, 0.000, -0.001, -0.003, 0.002, 0.006, -0.028, -0.001, -0.002, 0.000, 0.000, 0.000, -0.003, 0.000, 0.000, 0.000, 0.001, 0.000, 0.000, 0.000, 0.000, 0.000, 0.000, 0.000, 0.000, 0.000, -0.001, 0.000, 0.002, 0.000, -0.001, 0.000, 0.000, 0.000, 0.000, 0.000, 0.000, 0.000, 0.000, 0.000],
  "spin_multiplicity": 2,
  "orbital_gap_ev": [7.3, 7.4],
  "homo_energy_ev": [-10.762, -10.694],
  "e_above_lowest_ev": 0.000,
  "e_tot_ev": -263852.947,
  "lumo_ha": [-0.1279, -0.1207],
  "total_charge": 1
}

---

# 2
{
  "formula": "C5H4Cl2N3",
  "method": "ωB97M-V/def2-TZVPD",
  "species": ["N", "C", "C", "Cl", "C", "C", "Cl", "N", "C", "N", "H", "H", "H", "H"],
  "xyz": [[-0.85, 2.40, -0.56], [-1.08, 1.52, 0.14], [-1.51, 0.42, 0.97], [-3.09, 0.65, 1.45], [-1.08, -0.86, 1.01], [0.10, -1.48, 0.51], [0.10, -3.00, 0.02], [1.14, -0.70, 0.47], [1.75, 0.12, -0.29], [1.40, 0.46, -1.49], [-1.73, -1.51, 1.64], [2.68, 0.54, 0.14], [0.60, 0.14, -2.02], [1.60, 1.29, -2.00]],
  "nbo_charge": [-0.195, 0.199, -0.043, 0.192, -0.277, 0.275, 0.267, -0.429, 0.377, -0.737, 0.270, 0.242, 0.417, 0.442],
  "spin_multiplicity": 1,
  "orbital_gap_ev": 8.4,
  "homo_energy_ev": -14.504,
  "e_above_lowest_ev": 0.406,
  "smiles": "N#C/C(Cl)=C\\C(Cl)=N/C=[NH2+]",
  "e_tot_ev": -34755.424,
  "lumo_ha": -0.2250,
  "total_charge": 1
}

---

# 3
{
  "formula": "C9H8N2NiO4Se",
  "method": "ωB97M-V/def2-TZVPD",
  "species": ["O", "C", "Ni", "O", "C", "C", "O", "C", "O", "C", "N", "C", "C", "N", "C", "C", "Se", "H", "H", "H", "H", "H", "H", "H", "H"],
  "xyz": [[-0.29, -2.76, 0.30], [-0.12, -1.64, 0.07], [0.16, 0.12, -0.21], [-2.48, -0.17, -1.52], [-1.41, -0.07, -1.09], [1.62, 0.06, -1.33], [2.67, 0.03, -1.80], [-0.21, 1.89, -0.23], [-0.33, 3.04, -0.13], [-0.72, 1.82, 3.46], [-0.27, 0.47, 3.79], [-0.94, -0.38, 4.65], [-0.30, -1.58, 4.60], [0.75, -1.44, 3.70], [1.61, -2.53, 3.28], [0.75, -0.19, 3.17], [1.82, 0.37, 1.74], [-1.73, 1.79, 3.03], [-0.03, 2.27, 2.75], [-0.75, 2.41, 4.39], [-1.80, -0.07, 5.21], [-0.48, -2.52, 5.09], [2.19, -2.87, 4.14], [1.00, -3.36, 2.89], [2.27, -2.16, 2.49]],
  "mulliken_spin": [-0.016, 0.048, 0.765, -0.019, 0.108, 0.022, -0.012, 0.061, -0.022, -0.005, 0.017, 0.042, 0.032, 0.041, -0.003, -0.050, 0.974, 0.000, 0.007, 0.001, 0.003, 0.002, 0.000, 0.000, 0.005],
  "spin_multiplicity": 3,
  "orbital_gap_ev": [8.7, 5.8],
  "homo_energy_ev": [-16.228, -16.968],
  "e_above_lowest_ev": 0.000,
  "e_tot_ev": -127003.516,
  "lumo_ha": [-0.2766, -0.4113],
  "total_charge": 2
}

---

# 4
{
  "formula": "C24H29BF32O9P3",
  "method": "ωB97M-V/def2-TZVPD",
  "species": ["C", "P", "C", "C", "C", "B", "O", "O", "P", "P", "O", "O", "O", "H", "H", "H", "H", "H", "H", "H", "H", "H", "H", "H", "H", "H", "C", "C", "C", "F", "F", "F", "F", "O", "C", "C", "F", "F", "F", "F", "H", "H", "H", "H", "C", "C", "C", "F", "F", "F", "F", "O", "C", "C", "F", "F", "F", "F", "H", "H", "H", "H", "C", "C", "C", "F", "F", "F", "F", "O", "C", "C", "F", "F", "F", "F", "H", "H", "H", "H", "C", "C", "C", "F", "F", "F", "F", "O", "C", "C", "F", "F", "F", "F", "H", "H", "H", "H"],
  "xyz": [[-1.22, 1.38, 3.47], [-0.61, 2.08, 1.86], [-1.66, 1.21, 0.64], [-1.01, 3.83, 1.72], [0.16, 4.63, 2.38], [-0.15, 6.17, 2.39], [-0.91, 6.68, 3.41], [0.31, 7.04, 1.41], [-2.58, 4.04, 2.59], [-3.57, 5.83, 1.77], [-2.88, 6.67, 0.79], [-5.02, 5.37, 1.22], [-3.95, 6.75, 3.05], [-0.74, 0.43, 3.70], [-2.30, 1.24, 3.55], [-0.92, 2.09, 4.24], [-1.54, 1.71, -0.33], [-2.72, 1.14, 0.87], [-1.29, 0.18, 0.54], [1.03, 4.47, 1.73], [0.39, 4.27, 3.39], [-1.32, 7.52, 3.13], [1.27, 6.98, 1.37], [-3.39, 3.10, 1.93], [-5.25, 6.00, 0.51], [-4.23, 6.15, 3.77], [-6.09, 3.00, -3.17], [-7.37, 2.16, -3.27], [-8.04, 1.70, -1.97], [-7.24, 0.88, -1.28], [-9.17, 1.03, -2.29], [-7.18, 1.10, -4.08], [-8.30, 2.97, -3.87], [-4.86, 2.35, -3.35], [-4.19, 1.78, -2.29], [-3.98, 0.28, -2.51], [-5.17, -0.35, -2.64], [-3.35, -0.26, -1.44], [-4.79, 2.03, -1.12], [-2.96, 2.32, -2.26], [-6.15, 3.69, -4.01], [-6.09, 3.62, -2.27], [-8.30, 2.56, -1.35], [-3.39, 0.10, -3.41], [2.26, -1.45, 6.83], [1.53, -0.33, 6.07], [1.96, 1.11, 6.34], [1.72, 1.44, 7.63], [1.24, 1.93, 5.54], [0.20, -0.46, 6.23], [1.82, -0.55, 4.75], [1.61, -1.99, 7.97], [1.77, -1.48, 9.22], [0.43, -1.00, 9.80], [-0.09, -0.03, 9.04], [0.65, -0.51, 11.05], [2.70, -0.51, 9.28], [2.19, -2.48, 10.03], [2.30, -2.28, 6.13], [3.29, -1.17, 7.05], [3.02, 1.25, 6.12], [-0.27, -1.84, 9.86], [3.08, 0.60, -1.99], [3.72, -0.78, -2.21], [3.91, -1.26, -3.65], [2.73, -1.43, -4.27], [4.53, -2.47, -3.62], [3.08, -1.72, -1.50], [5.00, -0.69, -1.72], [1.72, 0.64, -1.66], [0.73, 0.68, -2.60], [-0.20, -0.53, -2.47], [0.48, -1.68, -2.67], [-1.16, -0.44, -3.43], [1.22, 0.79, -3.86], [-0.02, 1.77, -2.36], [3.58, 0.99, -1.11], [3.32, 1.28, -2.82], [4.53, -0.57, -4.22], [-0.67, -0.55, -1.49], [3.65, -5.78, -5.22], [4.03, -6.63, -3.99], [5.48, -6.59, -3.53], [6.31, -7.09, -4.48], [5.60, -7.37, -2.43], [3.63, -7.91, -4.17], [3.31, -6.12, -2.95], [3.54, -6.45, -6.46], [4.60, -6.62, -7.30], [4.88, -8.11, -7.54], [5.18, -8.73, -6.39], [5.94, -8.22, -8.38], [5.71, -5.98, -6.88], [4.27, -6.10, -8.51], [2.64, -5.44, -5.01], [4.26, -4.89, -5.29], [5.78, -5.57, -3.28], [4.01, -8.58, -8.00]],
  "mulliken_charge": [-1.312, 0.168, -0.818, -0.118, -0.269, 0.537, -0.536, -0.588, -0.284, 0.826, -0.655, -0.469, -0.507, 0.290, 0.453, 0.368, -0.005, 0.474, 0.273, 0.103, -0.025, 0.283, 0.284, -0.091, 0.306, 0.328, -0.709, 0.899, 0.080, -0.199, -0.291, -0.282, -0.339, -0.385, 0.695, 0.193, -0.253, -0.202, -0.275, -0.199, 0.382, 0.342, 0.295, 0.242, -0.823, 1.056, 0.019, -0.236, -0.185, -0.262, -0.336, -0.391, 0.812, 0.179, -0.206, -0.266, -0.287, -0.313, 0.392, 0.327, 0.255, 0.246, -0.878, 1.006, 0.064, -0.226, -0.255, -0.256, -0.341, -0.259, 0.543, 0.703, -0.212, -0.262, -0.329, -0.181, 0.422, 0.300, 0.286, -0.121, -0.720, 0.838, 0.141, -0.229, -0.268, -0.283, -0.306, -0.415, 0.833, 0.187, -0.220, -0.260, -0.280, -0.310, 0.389, 0.424, 0.243, 0.237],
  "spin_multiplicity": 1,
  "orbital_gap_ev": 4.5,
  "homo_energy_ev": -2.746,
  "e_tot_ev": -159293.440,
  "lumo_ha": 0.0657,
  "total_charge": -1
}

---

# 5
{
  "formula": "C33H46BrCdGeN4O5S",
  "method": "ωB97M-V/def2-TZVPD",
  "species": ["Cd", "C", "C", "C", "C", "O", "Ge", "O", "C", "C", "C", "C", "O", "C", "C", "C", "C", "H", "H", "H", "H", "H", "H", "H", "H", "H", "H", "H", "H", "H", "H", "H", "H", "H", "H", "H", "H", "H", "H", "H", "H", "H", "H", "H", "O", "C", "C", "C", "C", "C", "C", "C", "O", "N", "N", "C", "C", "Br", "C", "C", "C", "C", "C", "C", "C", "H", "H", "H", "H", "H", "H", "H", "H", "H", "H", "H", "H", "H", "H", "C", "C", "C", "C", "N", "C", "S", "N", "H", "H", "H", "H", "H"],
  "xyz": [[-0.33, -0.42, 0.49], [-2.26, 1.51, 2.83], [-1.78, 2.40, 1.70], [-2.83, 2.49, 0.61], [-1.44, 3.79, 2.22], [-0.58, 1.79, 1.15], [0.83, 2.62, 0.52], [1.76, 1.15, 0.54], [3.17, 1.10, 0.94], [3.78, -0.15, 0.34], [3.88, 2.33, 0.40], [3.24, 1.05, 2.46], [0.49, 2.75, -1.17], [0.42, 3.86, -2.10], [1.63, 3.78, -3.02], [0.42, 5.18, -1.34], [-0.86, 3.70, -2.89], [-3.18, 1.91, 3.26], [-2.45, 0.50, 2.45], [-1.50, 1.45, 3.61], [-3.76, 2.90, 1.02], [-2.49, 3.16, -0.20], [-3.02, 1.50, 0.19], [-2.32, 4.25, 2.67], [-0.65, 3.74, 2.98], [-1.11, 4.45, 1.40], [3.81, -0.08, -0.75], [4.80, -0.27, 0.72], [3.20, -1.04, 0.62], [3.66, 2.45, -0.67], [3.57, 3.24, 0.94], [4.97, 2.23, 0.52], [2.76, 0.13, 2.82], [4.28, 1.07, 2.80], [2.71, 1.91, 2.89], [2.56, 3.89, -2.45], [1.65, 2.81, -3.53], [1.58, 4.57, -3.77], [1.34, 5.27, -0.74], [0.38, 6.02, -2.03], [-0.45, 5.24, -0.67], [-0.88, 2.72, -3.37], [-1.73, 3.76, -2.22], [-0.94, 4.48, -3.65], [-4.10, -4.61, -0.09], [-4.84, -3.50, 0.21], [-6.19, -3.71, 0.46], [-7.01, -2.63, 0.79], [-6.47, -1.35, 0.86], [-5.12, -1.16, 0.60], [-4.29, -2.22, 0.27], [-2.80, -1.99, 0.07], [-2.43, -0.68, 0.18], [-2.43, -2.58, -1.26], [-1.24, -2.18, -1.69], [-0.85, -2.41, -2.88], [0.45, -1.88, -3.33], [1.09, -0.41, -2.29], [1.16, -2.24, -4.38], [0.89, -3.43, -5.24], [1.29, -3.39, -6.58], [1.12, -4.49, -7.41], [0.56, -5.66, -6.91], [0.16, -5.71, -5.58], [0.33, -4.61, -4.75], [-3.17, -4.36, -0.16], [-6.59, -4.72, 0.40], [-8.06, -2.80, 1.00], [-7.11, -0.50, 1.12], [-4.67, -0.17, 0.64], [-2.29, -2.62, 0.81], [-3.15, -2.82, -1.93], [-1.45, -2.94, -3.61], [2.02, -1.63, -4.65], [1.72, -2.48, -6.98], [1.43, -4.44, -8.44], [0.44, -6.53, -7.54], [-0.28, -6.62, -5.17], [0.07, -4.68, -3.70], [-0.66, -5.30, 5.21], [-0.98, -4.16, 4.29], [-2.19, -3.49, 4.35], [-2.33, -2.38, 3.54], [-1.38, -1.98, 2.70], [-0.26, -2.74, 2.64], [0.94, -2.36, 1.41], [-0.02, -3.80, 3.43], [-1.51, -5.58, 5.82], [0.17, -5.02, 5.86], [-0.33, -6.17, 4.63], [-2.99, -3.82, 5.00], [-3.24, -1.78, 3.55]],
  "mulliken_spin": [-0.034, 0.015, -0.001, 0.043, 0.072, -0.082, 0.761, 0.058, 0.063, 0.002, 0.050, -0.023, 0.098, 0.019, 0.010, 0.044, 0.024, 0.002, -0.003, -0.003, -0.001, -0.003, -0.019, 0.000, 0.007, -0.048, -0.005, 0.003, 0.001, 0.002, -0.003, -0.004, -0.002, -0.002, 0.010, 0.001, -0.004, 0.000, -0.017, -0.001, -0.006, -0.003, -0.003, 0.003, 0.000, 0.000, 0.000, 0.000, 0.000, 0.000, 0.001, -0.002, -0.019, 0.000, 0.001, 0.000, 0.002, -0.006, -0.001, 0.001, 0.000, 0.000, 0.000, 0.000, 0.000, 0.000, 0.000, 0.000, 0.000, 0.001, 0.000, 0.000, 0.000, 0.000, 0.000, 0.000, 0.000, 0.000, 0.000, 0.000, 0.000, 0.000, 0.000, 0.000, -0.001, 0.005, 0.000, 0.000, 0.000, 0.000, 0.000, 0.000],
  "spin_multiplicity": 2,
  "orbital_gap_ev": [8.1, 5.4],
  "homo_energy_ev": [-7.675, -7.676],
  "e_above_lowest_ev": 0.000,
  "e_tot_ev": -193124.000,
  "lumo_ha": [0.0153, -0.0831]
}

---

# 6
{
  "formula": "C4H6O2",
  "method": "ωB97M-V/def2-TZVPD",
  "species": ["C", "C", "O", "H", "H", "C", "C", "O", "H", "H", "H", "H"],
  "xyz": [[0.05, -1.89, -1.76], [0.69, -1.00, -1.21], [1.20, 0.26, -1.35], [-0.52, -2.79, -1.83], [0.54, 0.85, -1.75], [-0.90, 0.84, 1.11], [0.53, 0.47, 1.26], [1.41, 1.15, 1.72], [-0.97, 1.86, 0.70], [-1.39, 0.77, 2.08], [-1.38, 0.15, 0.41], [0.75, -0.67, 0.63]],
  "nbo_charge": [-0.291, 0.217, -0.680, 0.238, 0.500, -0.744, 0.485, -0.521, 0.236, 0.249, 0.224, 0.085],
  "spin_multiplicity": 1,
  "orbital_gap_ev": 9.3,
  "homo_energy_ev": -9.181,
  "e_above_lowest_ev": 4.711,
  "smiles": "C#CO.CC=O",
  "e_tot_ev": -8335.750,
  "lumo_ha": 0.0058
}